Formula: C11H39O11
Source: the OMol25 dataset
Level of theory: wB97M-V/def2-TZVPD

XYZ file:
```
61
Properties=species:S:1:pos:R:3
C 0.4845 0.3110 -0.2208
C -0.7395 -0.6082 -0.0192
O -1.4942 -0.3287 0.9021
O -0.9727 -1.4598 -0.9173
H 1.3498 -0.2176 -0.6206
H 0.7382 0.7603 0.7393
H 0.2869 1.1098 -0.9356
C 0.1589 -2.9920 2.4131
O 1.5231 -3.3573 2.1986
H -0.3143 -3.3871 3.3120
H 0.0461 -1.9419 2.6830
H -0.4529 -3.1566 1.5261
H 2.0258 -3.3882 3.0160
C 2.4342 2.5851 -2.5364
O 3.4857 1.8903 -3.1481
H 2.4300 3.5940 -2.9490
H 1.4980 2.0765 -2.7667
H 2.6031 2.4787 -1.4649
H 3.4751 2.0104 -4.1004
C -3.4106 -3.1205 2.0639
O -3.1232 -2.8704 0.7261
H -2.5531 -2.7892 2.6495
H -4.3013 -2.5773 2.3796
H -3.6610 -4.1650 2.2496
H -2.2462 -2.4988 0.6062
C -1.3854 2.0122 -3.3980
O -0.6759 1.6786 -4.5371
H -0.9138 2.6088 -2.6171
H -2.2024 2.7124 -3.5725
H -1.6556 1.0888 -2.8858
H -0.3932 0.7626 -4.4868
C 1.2266 -1.5586 -3.4738
O -0.1673 -1.2882 -3.5508
H 1.7472 -0.7312 -2.9916
H 1.4696 -2.4506 -2.8965
H 1.7135 -1.7489 -4.4303
H -0.5071 -1.2488 -2.6538
C 4.6766 -0.4108 -0.2830
O 5.3636 0.3271 -1.3170
H 3.7895 0.1214 0.0605
H 4.5184 -1.4414 -0.6007
H 5.3459 -0.6008 0.5561
H 4.7213 0.8907 -1.7544
C -3.4668 0.2796 3.5952
O -2.2069 -0.3758 3.8464
H -4.1900 -0.2076 2.9412
H -3.9666 0.4792 4.5431
H -3.2310 1.2050 3.0697
H -1.7045 -0.5164 3.0405
C 3.5776 2.4040 2.2983
O 2.8200 3.2119 3.1872
H 3.0757 2.3489 1.3323
H 4.5294 2.9007 2.1102
H 3.6408 1.3662 2.6256
H 2.6343 4.0822 2.8271
C -4.8510 0.8869 0.4379
O -4.1817 0.0744 -0.4609
H -5.4884 0.2076 1.0040
H -4.1881 1.5837 0.9508
H -5.3977 1.5040 -0.2751
H -3.3465 -0.1154 -0.0272
```

Results
**ΔE to the lowest compared entry with this formula, charge and spin**: 0.0 kJ/mol
**Net charge**: -1
**E**: -34560.062 eV